*i*
DFT (the ωB97M-V functional and the def2-TZVPD basis) results for a cluster of 2 separate species, C4H6N4O2 in total.

Values from the calculation:
Total charge: 0
HOMO-LUMO gap (spin up / spin down), eV: 9.000 / 5.563
LUMO energy (spin up / spin down), eV: -1.37 / -2.45

CARTESIAN COORDINATES (ANGSTROEM)
C: 1.21 -1.03 1.08
C: 1.67 -1.66 -0.20
C: -2.26 0.25 0.53
C: 1.02 0.34 -0.54
N: 0.81 0.17 0.81
N: 1.55 -0.74 -1.13
N: -1.46 0.02 -0.48
N: 0.92 1.45 -1.28
O: -3.44 -0.09 0.37
O: -1.79 0.92 1.58
H: 1.26 -1.52 2.05
H: 2.04 -2.64 -0.14
H: -1.97 -0.27 -1.25
H: -0.79 1.10 1.66
H: 0.50 2.30 -0.83
H: 0.71 1.39 -2.24

natural (NBO) population analysis, charges in e, atoms 1 to 2: C 0.024; C 0.021

***

*ii*
DFT (the ωB97M-V functional and the def2-TZVPD basis) results for the molecule C4H6N4O2.

Values from the calculation:
Total charge: 0
HOMO-LUMO gap (spin up / spin down), eV: 7.381 / 7.380
LUMO energy (spin up / spin down), eV: 0.10 / 0.10

CARTESIAN COORDINATES (ANGSTROEM)
C: 0.90 1.99 0.10
C: -0.77 0.64 0.81
C: 0.72 -0.14 -0.67
C: -1.41 -1.48 -0.17
N: 1.46 0.91 -0.44
N: -1.56 0.82 1.67
N: -0.31 -0.48 0.16
N: 1.14 -0.90 -1.71
O: -2.23 1.43 2.47
O: 1.65 2.73 0.90
H: -2.39 -1.12 0.18
H: -1.38 -1.83 -1.20
H: -1.22 -2.31 0.46
H: 2.05 -0.64 -1.90
H: 0.93 -1.90 -1.95
H: 2.43 2.30 1.30

natural (NBO) population analysis, charges in e, atoms 1 to 2: C 0.361; C 0.292

***

Most stable to least stable, the ends of the list are *i* and *ii*.